ORCA calculation (ωB97M-V with the def2-TZVPD basis set) on C3H6AuNO2S3Sb as an isolated structure at a distorted geometry.

Positions of all 17 atoms, in Å:
Au1 -7.178 -4.003 5.776
S1 -7.316 -4.104 0.808
Sb1 -8.352 -3.132 2.632
S2 -6.556 -2.386 4.188
S3 -8.736 -4.972 4.259
N1 -9.207 -3.029 6.959
C1 -9.261 -3.498 8.322
C2 -7.959 -3.150 9.055
C3 -6.952 -4.278 8.961
O1 -6.604 -4.915 9.965
O2 -6.411 -4.540 7.725
H1 -9.117 -2.019 6.860
H2 -9.911 -3.441 6.333
H3 -9.421 -4.590 8.300
H4 -10.147 -3.105 8.864
H5 -8.254 -3.006 10.106
H6 -7.562 -2.206 8.662

Output
Net charge: -2
Orbital gap (spin up / spin down), eV: 5.859 / 5.632
Expectation value of S²: 0.76
Molecular weight, g/mol: 503.01
Highest occupied orbital energy (spin up / spin down), eV: -0.46 / -0.42
Spin multiplicity: 2